1.
Molecular formula: C10H11F2N2O
Method: DFT, wB97M-V/def2-TZVPD

Summary:
HOMO = -11.814 eV
Charge = +1
Orbital gap = 8.30 eV
Lowest unoccupied orbital energy = -3.519 eV
E = -21001.668 eV

CARTESIAN COORDINATES (ANGSTROEM)
C (0.464, -2.374, 2.145)
C (1.453, -3.128, 1.562)
C (0.029, -1.228, 1.535)
C (2.265, -2.661, 0.545)
C (0.687, -0.766, 0.411)
C (1.859, -1.438, 0.016)
C (-0.902, 2.456, -0.189)
C (-1.357, 1.314, -2.339)
C (0.394, 0.422, -0.370)
C (-1.335, -0.028, -1.650)
N (-0.124, 1.491, 0.327)
N (-1.248, 3.495, 0.601)
O (-1.231, 2.456, -1.487)
F (2.605, -1.019, -1.089)
F (-2.156, -0.246, -0.636)
H (-0.218, -2.705, 2.970)
H (1.634, -4.154, 2.030)
H (-0.769, -0.547, 1.746)
H (3.184, -3.184, 0.095)
H (-0.551, 1.502, -2.954)
H (-2.356, 1.309, -2.819)
H (1.019, 0.729, -1.116)
H (-1.241, -0.970, -2.141)
H (0.067, 1.288, 1.291)
H (-0.608, 3.653, 1.370)
H (-1.564, 4.334, 0.146)

Cartesian forces (eV/Å) of the 3 atoms listed first:
C -2.5 -0.2 1.0
C 1.1 -2.6 1.8
C 0.5 1.5 -1.3

=====

2.
Molecular formula: C30H18F3N7O4SV
Method: DFT, wB97M-V/def2-TZVPD

Summary:
HOMO (spin up / spin down) = -10.724 / -10.745 eV
Charge = +1
Expectation value of S² = 2.015
Orbital gap (spin up / spin down) = 6.45 / 6.53 eV
Lowest unoccupied orbital energy (spin up / spin down) = -4.275 / -4.212 eV
Multiplicity = 3
E = -94694.162 eV

CARTESIAN COORDINATES (ANGSTROEM)
V (0.091, 1.077, 1.621)
S (-3.973, 7.019, -0.461)
N (-3.023, 6.827, 0.824)
C (-2.513, 5.609, 0.744)
C (-1.598, 5.013, 1.697)
C (-1.136, 5.651, 2.852)
C (-0.272, 4.978, 3.685)
C (0.117, 3.681, 3.355)
N (-0.314, 3.065, 2.264)
C (-1.160, 3.717, 1.440)
C (-1.608, 2.985, 0.259)
N (-1.126, 1.735, 0.102)
C (-1.520, 1.002, -0.933)
C (-2.411, 1.487, -1.883)
C (-2.903, 2.766, -1.746)
C (-2.499, 3.540, -0.654)
C (-2.953, 4.892, -0.398)
N (-3.786, 5.581, -1.161)
H (-1.466, 6.658, 3.071)
H (0.107, 5.434, 4.588)
H (0.793, 3.125, 3.992)
H (-1.116, 0.000, -1.001)
H (-2.703, 0.854, -2.709)
H (-3.597, 3.185, -2.463)
C (-2.418, -3.696, -2.857)
O (-1.476, -2.633, -2.950)
C (-0.164, -2.939, -2.792)
C (0.315, -4.212, -2.497)
C (1.681, -4.406, -2.332)
C (2.557, -3.337, -2.397)
C (2.088, -2.078, -2.764)
C (0.735, -1.884, -2.963)
N (3.923, -3.614, -2.045)
N (4.534, -2.931, -1.207)
C (3.906, -1.811, -0.549)
C (4.455, -0.590, -0.588)
C (3.772, 0.558, -0.024)
C (2.524, 0.458, 0.474)
O (1.789, 1.470, 0.972)
C (1.936, -0.856, 0.638)
N (0.760, -0.889, 1.184)
C (0.175, -2.182, 1.502)
C (1.161, -3.327, 1.691)
C (2.322, -3.223, 0.750)
C (2.700, -2.038, 0.254)
H (-3.393, -3.253, -3.039)
H (-2.408, -4.147, -1.862)
H (-2.222, -4.460, -3.611)
H (-0.353, -5.057, -2.411)
H (2.069, -5.392, -2.111)
H (2.774, -1.253, -2.898)
H (0.354, -0.919, -3.271)
H (5.388, -0.435, -1.112)
H (4.241, 1.531, -0.081)
H (-0.486, -2.474, 0.675)
H (0.626, -4.267, 1.555)
H (2.910, -4.116, 0.575)
F (-1.406, -3.084, 3.000)
C (-0.748, -1.946, 2.704)
F (-0.032, -1.573, 3.792)
F (1.704, -3.351, 2.970)
C (-1.727, -0.823, 2.298)
O (-2.656, -1.088, 1.581)
O (-1.346, 0.381, 2.666)

Cartesian forces (eV/Å) of the 3 atoms listed first:
V -0.4 -0.1 0.0
S 0.0 0.0 0.0
N 0.0 0.0 0.0

=====

3.
Molecular formula: C24H56NO11
Method: DFT, wB97M-V/def2-TZVPD

Summary:
HOMO = -3.617 eV
Charge = -1
Orbital gap = 5.58 eV
Lowest unoccupied orbital energy = 1.959 eV
E = -49798.049 eV

CARTESIAN COORDINATES (ANGSTROEM)
C (-2.966, 2.329, -2.967)
C (-1.831, 1.236, -3.421)
C (-0.672, 2.025, -4.305)
C (-2.413, -0.111, -4.152)
C (-2.860, -1.196, -2.971)
C (-3.666, 0.177, -5.203)
O (-4.891, 0.177, -4.390)
N (-5.997, 0.387, -5.125)
C (-6.957, 1.356, -4.461)
C (-7.245, 1.066, -2.874)
O (-6.350, 1.088, -1.882)
O (-8.662, 0.791, -2.461)
H (-3.874, 1.866, -2.376)
H (-2.453, 3.109, -2.224)
H (-3.275, 2.945, -3.917)
H (-1.292, 0.881, -2.421)
H (0.376, 1.864, -3.794)
H (-0.744, 1.595, -5.392)
H (-0.942, 3.180, -4.343)
H (-1.557, -0.629, -4.760)
H (-3.578, -2.047, -3.393)
H (-1.884, -1.672, -2.480)
H (-3.451, -0.608, -2.117)
H (-3.740, -0.745, -5.958)
H (-3.511, 1.124, -5.873)
H (-5.745, 0.715, -6.102)
H (-8.004, 1.225, -5.019)
H (-6.638, 2.471, -4.625)
C (2.373, 6.618, -1.714)
O (3.626, 5.951, -1.619)
C (3.476, 4.541, -1.427)
C (3.750, 3.773, -2.723)
O (2.729, 4.016, -3.695)
C (3.156, 4.920, -4.708)
H (2.557, 7.651, -2.022)
H (1.719, 6.146, -2.452)
H (1.884, 6.627, -0.736)
H (2.481, 4.302, -1.031)
H (4.216, 4.243, -0.678)
H (3.732, 2.700, -2.505)
H (4.742, 4.019, -3.123)
H (3.896, 4.434, -5.352)
H (3.578, 5.833, -4.282)
H (2.289, 5.189, -5.316)
C (1.099, -1.996, -3.702)
O (1.137, -1.589, -2.340)
C (0.674, -2.615, -1.456)
C (1.843, -3.303, -0.746)
O (2.623, -4.078, -1.662)
C (3.843, -3.432, -2.009)
H (1.613, -1.238, -4.301)
H (1.599, -2.956, -3.852)
H (0.060, -2.061, -4.041)
H (0.055, -3.346, -1.991)
H (0.045, -2.128, -0.705)
H (1.442, -4.001, -0.004)
H (2.468, -2.572, -0.218)
H (4.524, -3.440, -1.153)
H (3.675, -2.404, -2.340)
H (4.306, -3.989, -2.828)
C (-0.048, -4.382, 5.463)
O (1.320, -4.770, 5.398)
C (1.607, -5.548, 4.232)
C (2.329, -4.713, 3.172)
O (1.462, -3.719, 2.617)
C (1.735, -2.420, 3.132)
H (-0.162, -3.662, 6.278)
H (-0.379, -3.912, 4.533)
H (-0.670, -5.256, 5.680)
H (0.693, -5.997, 3.824)
H (2.267, -6.361, 4.549)
H (2.625, -5.371, 2.348)
H (3.239, -4.257, 3.583)
H (2.689, -2.057, 2.738)
H (1.759, -2.417, 4.224)
H (0.941, -1.745, 2.800)
C (-0.627, 1.943, 8.570)
O (0.626, 1.277, 8.665)
C (0.476, -0.133, 8.857)
C (0.750, -0.901, 7.562)
O (-0.271, -0.659, 6.589)
C (0.156, 0.246, 5.576)
H (-0.443, 2.976, 8.262)
H (-1.281, 1.471, 7.832)
H (-1.116, 1.953, 9.548)
H (-0.519, -0.373, 9.253)
H (1.216, -0.432, 9.606)
H (0.732, -1.974, 7.779)
H (1.742, -0.656, 7.161)
H (0.896, -0.240, 4.933)
H (0.578, 1.159, 6.002)
H (-0.711, 0.515, 4.968)

Cartesian forces (eV/Å) of the 3 atoms listed first:
C 0.5 0.2 0.4
C 0.5 0.4 0.9
C -1.0 -0.2 0.2

=====

4.
Molecular formula: C3H2ClNS
Method: DFT, wB97M-V/def2-TZVPD

Summary:
HOMO = -8.360 eV
SMILES string = C#[N+][S-].C#CCl
Orbital gap = 8.30 eV
Lowest unoccupied orbital energy = -0.060 eV
E = -27985.872 eV

CARTESIAN COORDINATES (ANGSTROEM)
C (1.070, 0.529, 0.394)
C (-1.602, -1.142, -0.247)
C (-1.631, 0.056, -0.098)
N (2.215, 0.560, 0.043)
S (3.748, 0.614, -0.089)
Cl (-2.426, 1.505, 0.006)
H (0.070, 0.021, 0.376)
H (-1.444, -2.143, -0.387)

Cartesian forces (eV/Å) of the 3 atoms listed first:
C 2.7 -0.5 -1.3
C 0.1 2.2 0.3
C -2.5 -0.7 -0.5

=====

Calculated M, 213.21, 680.52, 534.71, 119.58 u (same order as the records).